No. 1
Formula: C4H11NO
Source: the OMol25 dataset
Level of theory: ωB97M-V with the def2-TZVPD basis set

```
17
Properties=species:S:1:pos:R:3
C -2.220 -0.386 -0.517
C -0.751 -1.048 -0.389
N -0.243 -1.379 -1.643
O -0.057 -1.390 0.465
H -2.836 -0.756 0.238
H -2.737 -0.571 -1.511
H -2.039 0.667 -0.641
H 0.749 -1.726 -1.580
H -0.599 -1.075 -2.455
C 0.767 1.872 1.192
C 2.237 1.800 0.928
H 0.303 1.011 0.863
H 0.640 1.884 2.246
H 0.419 2.731 0.720
H 2.712 2.705 0.926
H 2.750 1.242 1.674
H 2.590 1.233 0.011
```

Calculated values
structure (SMILES): CC(N)=O.CC
energy above the lowest of the compared OMol25 structures with the same formula, charge and spin: 146.7 kJ/mol
calculated total energy: -7863.033 eV
HOMO energy: -0.3677 Eh
Kohn-Sham gap: 10.9 eV
molecular weight: 89.14 u
E_LUMO: 0.0332 Ha

Per-atom Mulliken charges, elementary charge units: number 1, C, carries -1.0657; number 2, C, carries 0.7141; number 3, N, carries -0.4509; number 4, O, carries -0.5423; number 5, H, carries 0.3370; number 6, H, carries 0.3172; number 7, H, carries 0.3309; number 8, H, carries 0.2297; number 9, H, carries 0.1430; number 10, C, carries -0.2947; number 11, C, carries -1.0262; number 12, H, carries -0.2193; number 13, H, carries 0.2684; number 14, H, carries 0.3240; number 15, H, carries 0.3739; number 16, H, carries 0.3067; number 17, H, carries 0.2543


No. 2
Formula: C4H11NO
Source: the OMol25 dataset
Level of theory: ωB97M-V with the def2-TZVPD basis set

```
17
Properties=species:S:1:pos:R:3
C 2.478 -0.046 0.250
C 2.179 -1.055 -0.543
C 2.166 -2.496 -0.108
H 2.255 0.955 -0.117
H 2.924 -0.102 1.231
H 1.846 -0.890 -1.561
H 2.466 -2.599 0.928
H 2.727 -3.149 -0.770
H 1.123 -2.817 -0.191
N -2.948 1.887 -0.814
C -2.024 1.607 0.221
O -2.418 0.575 1.133
H -3.861 2.177 -0.501
H -3.047 1.197 -1.541
H -1.788 2.509 0.793
H -1.073 1.288 -0.200
H -3.005 0.959 1.790
```

Calculated values
structure (SMILES): C=CC.NCO
energy above the lowest of the compared OMol25 structures with the same formula, charge and spin: 165.7 kJ/mol
calculated total energy: -7862.836 eV
HOMO energy: -0.3511 Eh
Kohn-Sham gap: 10.5 eV
molecular weight: 89.14 u
E_LUMO: 0.0352 Ha

Per-atom Mulliken charges, elementary charge units: number 1, C, carries -0.7591; number 2, C, carries 0.1286; number 3, C, carries -0.9858; number 4, H, carries 0.2350; number 5, H, carries 0.2550; number 6, H, carries 0.2909; number 7, H, carries 0.3038; number 8, H, carries 0.2903; number 9, H, carries 0.2400; number 10, N, carries -0.4765; number 11, C, carries -0.2065; number 12, O, carries -0.5599; number 13, H, carries 0.1910; number 14, H, carries 0.2204; number 15, H, carries 0.2908; number 16, H, carries 0.2272; number 17, H, carries 0.3149


No. 3
Formula: C4H11NO
Source: the OMol25 dataset
Level of theory: ωB97M-V with the def2-TZVPD basis set

```
17
Properties=species:S:1:pos:R:3
C -1.593 -0.824 -0.285
C -0.877 -1.845 0.159
N 0.342 -2.426 -0.286
H -2.557 -0.583 0.188
H -1.224 -0.116 -1.017
H -1.185 -2.442 1.025
H 0.667 -2.313 -1.247
H 0.465 -3.369 0.026
C 0.230 2.453 0.024
C 0.956 1.215 0.570
O 1.299 0.399 -0.522
H 0.048 3.183 0.820
H -0.768 2.194 -0.354
H 0.783 2.857 -0.820
H 1.869 1.549 1.058
H 0.270 0.726 1.278
H 1.274 -0.656 -0.617
```

Calculated values
structure (SMILES): C=CN.CCO
energy above the lowest of the compared OMol25 structures with the same formula, charge and spin: 212.7 kJ/mol
calculated total energy: -7862.349 eV
HOMO energy: -0.3214 Eh
Kohn-Sham gap: 9.7 eV
molecular weight: 89.14 u
E_LUMO: 0.0332 Ha

Per-atom Mulliken charges, elementary charge units: number 1, C, carries -0.6949; number 2, C, carries -0.0202; number 3, N, carries -0.5294; number 4, H, carries 0.2101; number 5, H, carries 0.3121; number 6, H, carries 0.2668; number 7, H, carries 0.2435; number 8, H, carries 0.2075; number 9, C, carries -1.0519; number 10, C, carries -0.1885; number 11, O, carries -0.5928; number 12, H, carries 0.3440; number 13, H, carries 0.2512; number 14, H, carries 0.2884; number 15, H, carries 0.3552; number 16, H, carries 0.2558; number 17, H, carries 0.3429


Question: The lowest Kohn-Sham gap belongs to which entry?
Answer: number 3